147
Properties=species:S:1:pos:R:3:forces:R:3 method="wB97M-V/def2-TZVPD" homo_ev=-11.2 homo_lumo_gap_ev=8.28 multiplicity=1 charge=+1
P -3.25971 0.29599 0.97944 -1.236 1.467 1.938
P -6.94053 -5.75700 3.41380 -4.755 -2.833 1.748
O -7.68883 -4.62058 4.35755 2.606 -0.714 -1.185
O 3.89280 2.90282 1.84219 -0.156 0.084 -0.093
O 4.10113 5.01948 1.06405 -0.242 -0.173 0.006
O -1.34092 -4.86937 -1.17862 0.161 1.076 -0.094
O 9.68937 -0.80431 -7.86228 -0.092 0.046 0.157
O 8.30835 -1.02819 -6.07996 0.083 0.141 -0.018
O -2.85749 1.27619 -0.29824 -0.494 -2.146 1.141
O -1.89569 0.11522 1.88987 -1.056 -0.131 -1.668
O 6.22614 6.72431 -4.02798 -0.090 -0.243 0.100
O -2.64438 5.91557 6.29619 -0.116 -0.135 -0.166
O 10.12975 4.51648 -3.14772 0.215 0.075 -0.019
O 2.13150 4.12029 1.09735 0.090 0.010 0.012
O -3.68787 4.66380 4.86794 0.097 0.054 0.083
O 12.09367 5.42929 -3.18794 -0.138 -0.091 0.005
O 9.52319 0.75929 -6.23192 -0.132 -0.163 0.016
O -4.18041 6.87459 4.93558 0.081 -0.176 0.036
O 11.89862 3.31051 -2.40651 -0.022 0.165 -0.073
O -7.90087 -6.32273 2.45886 1.634 1.001 -0.174
O -6.59014 -6.99127 4.48459 0.519 2.713 -0.909
O 6.97871 5.14072 -2.59692 -0.485 0.251 0.013
O 4.99587 4.97712 -3.68505 0.147 0.078 0.031
O -4.32396 0.90779 1.84443 0.880 -0.520 -1.032
N -5.36531 -5.27252 2.76535 0.046 0.151 1.637
C -3.73198 -2.46538 1.51222 -0.394 0.612 0.705
C 6.15015 5.57187 -3.36038 -0.163 0.262 -0.171
C -3.81693 -3.98321 1.09414 0.534 -0.487 0.912
C -8.99800 -2.70467 -0.93228 1.401 -0.364 0.397
C 10.49357 1.54277 -6.92676 0.287 0.292 -0.133
C -7.19269 -2.83356 1.81137 -0.634 -0.011 0.745
C 4.78069 3.72411 -3.03820 -0.113 -0.303 0.125
C -3.10796 -4.67347 3.57691 0.057 1.380 -0.601
C 7.41935 7.47017 -3.77444 0.370 0.285 -0.017
C -1.97372 1.17303 4.18995 0.075 -0.179 0.355
C -2.25752 -3.77758 -1.10261 -1.412 0.623 -0.984
C 5.50620 4.94293 1.31568 0.481 0.064 0.048
C 1.57900 -3.76420 0.23065 -0.835 2.394 -1.277
C -7.40843 -4.63397 -0.15957 -0.092 -0.147 0.069
C -2.40916 7.19651 6.88259 0.132 0.334 0.226
C -3.56687 5.91709 5.32704 0.089 -0.012 0.099
C 1.28913 3.01065 1.39016 -0.224 -0.170 -0.022
C 7.89129 -2.28847 -6.60289 -0.146 -0.327 -0.074
C 2.03063 -1.28254 0.52014 -0.956 -0.701 -0.913
C -8.89300 -4.11993 -0.19174 -0.391 -0.235 -1.318
C -4.64665 4.51355 3.82014 -0.238 -0.190 -0.300
C -1.24984 -4.35868 1.87900 0.691 0.237 0.178
C 0.52888 -2.02504 -1.32399 1.131 -0.137 1.626
C -5.16112 2.19860 -0.86984 0.125 -0.364 -0.287
C -4.64139 -4.52868 3.86924 1.332 -0.674 1.371
C 9.28314 3.40295 -2.85449 -0.161 -0.576 -0.093
C 13.49715 5.35781 -2.93920 0.367 0.069 0.035
C -1.59191 1.28827 2.67609 0.561 1.829 1.289
C -2.75605 -4.75792 1.99736 -0.171 -0.813 0.728
C -0.07486 -4.50045 -1.74604 2.111 -0.443 0.755
C 1.17253 -0.92075 -0.62092 0.363 -2.850 0.917
C -5.25543 -4.66806 1.41014 0.299 0.250 -3.588
C -2.64858 -3.27679 -2.57095 0.400 -0.826 0.485
C 2.23343 -2.66567 0.94495 -1.200 -0.016 -1.381
C -3.95448 -1.36321 0.42711 0.145 0.609 -0.471
C -3.58182 -4.30076 -0.43256 0.288 -0.804 -0.201
C 3.42520 3.91296 1.38143 0.128 0.228 -0.038
C 11.42152 4.31541 -2.86687 -0.155 0.088 -0.041
C -3.90068 1.34735 -1.29837 -0.946 1.314 -1.242
C -6.44340 -3.80602 0.83227 -0.251 0.777 -0.834
C 9.22194 -0.39870 -6.83050 0.001 0.073 0.096
C 0.72327 -3.43018 -0.90922 0.012 1.751 0.080
H -0.47694 1.50488 2.62644 -1.414 -0.615 -0.258
H -8.15365 -3.24484 2.23625 0.997 0.227 -0.633
H 2.86596 -2.92354 1.83130 -0.598 0.512 -0.982
H -4.36433 5.11007 2.95153 -0.096 0.106 0.127
H -2.84043 -5.85952 1.73785 0.078 1.042 0.063
H -3.01774 -4.18432 -3.13271 0.191 1.013 0.518
H 9.57128 2.53276 -3.44760 0.203 0.011 0.180
H 0.26922 3.28272 1.12196 0.161 0.244 -0.070
H 10.12834 1.81984 -7.91629 0.072 -0.162 0.009
H 1.65316 -4.83907 0.50264 0.243 1.015 -0.022
H -5.24727 -5.56636 0.71890 -0.021 0.796 0.976
H -3.56280 -1.53936 -0.60084 -0.139 -0.426 0.855
H 8.30009 6.90365 -4.07956 -0.056 -0.045 0.179
H -1.08417 -3.31628 1.48207 -0.264 -1.087 0.353
H -0.15133 -1.78492 -2.17704 0.746 -0.363 0.774
H -1.89258 -2.89212 -0.52042 0.229 -0.900 -0.412
H 3.82001 3.33986 -3.37704 0.044 0.233 -0.125
H -6.59887 -2.51437 2.71717 -0.232 -0.207 -1.021
H -9.42468 -4.14543 0.78856 0.593 0.038 -0.720
H 7.42290 -2.16413 -7.57998 0.177 -0.019 -0.007
H -9.11277 -1.84955 -0.21564 -0.315 -0.759 -0.791
H -7.47887 -1.89028 1.28084 0.352 -0.837 0.471
H 5.69957 4.78675 2.37746 -0.055 -0.149 -0.090
H 7.15536 -2.70251 -5.91550 0.081 0.237 0.103
H -9.73732 -2.69948 -1.76605 0.357 0.122 0.957
H -2.65161 -5.55019 4.09844 -0.561 0.618 -0.424
H 5.55719 3.00920 -3.31398 0.027 0.084 0.127
H -1.99082 2.18129 4.69808 0.116 -0.840 -0.846
H -3.00305 0.75065 4.34474 1.015 0.233 -0.320
H 2.50356 -0.43865 1.07350 -0.265 -0.960 -0.385
H 7.48485 7.74478 -2.72110 0.051 -0.161 -0.041
H -2.12216 2.19059 2.26966 0.463 -0.892 0.160
H -2.78627 -2.19254 2.06541 -0.773 -0.773 -0.731
H 4.74155 3.85136 -1.95505 0.146 -0.013 -0.055
H -7.20418 -3.77338 4.38037 -0.472 -0.145 0.159
H 8.73433 -2.97741 -6.66565 -0.023 0.102 -0.141
H -1.64739 7.07194 7.65021 -0.047 -0.245 -0.114
H -0.11342 -4.20177 -2.82516 -0.311 -0.086 0.970
H -5.01054 -3.48899 4.02311 0.309 -0.778 -0.698
H 0.99836 0.14170 -0.92442 0.268 -1.176 0.372
H -7.32326 -5.74469 0.02064 -0.404 1.189 0.211
H -2.03829 7.89945 6.13598 -0.175 -0.018 0.008
H -3.31653 7.57746 7.35223 0.014 0.029 -0.173
H 5.94832 5.89276 1.02097 -0.286 0.008 -0.073
H 5.96127 4.15069 0.72026 -0.063 -0.035 0.135
H -5.94847 -3.10531 0.09745 -0.143 -0.780 1.072
H -4.89120 2.93439 -0.06855 -0.299 -0.693 -0.805
H -0.62329 -5.05365 1.25991 -0.967 0.671 0.463
H 10.65793 2.45283 -6.35173 -0.192 -0.151 0.146
H -3.45555 -2.50755 -2.49558 0.710 -0.561 -0.276
H -4.86437 -5.08590 4.82581 0.146 0.589 -0.953
H -9.45315 -4.83463 -0.86393 0.574 0.542 0.864
H -7.03663 -4.51526 -1.22261 -0.140 0.024 1.163
H -5.98863 1.53307 -0.52076 0.726 0.640 -0.003
H -4.24573 0.34461 -1.66168 0.549 0.637 0.447
H -4.43920 -3.99429 -1.09918 0.669 -0.092 1.007
H 0.56096 -5.43329 -1.71501 -0.901 0.766 -0.068
H -0.79203 -4.36129 2.90799 -0.383 -0.023 -0.968
H -3.55344 -5.43021 -0.51692 0.064 1.117 0.018
H 13.69271 5.20189 -1.87770 -0.025 -0.148 -0.093
H -6.63411 -6.65849 5.40198 0.033 -0.339 -0.276
H -3.44347 1.87710 -2.18154 -0.179 -0.709 1.009
H 1.58229 2.14372 0.79482 0.059 -0.029 0.168
H -7.98346 -2.54948 -1.41249 -1.088 0.041 0.292
H -5.54131 2.72757 -1.78615 0.401 -0.366 0.926
H -4.65840 3.46338 3.52839 0.189 0.008 0.182
H 13.95419 4.56658 -3.53459 -0.062 -0.053 0.156
H 13.93279 6.31052 -3.23575 -0.264 0.012 -0.047
H 9.30918 3.16907 -1.78942 0.132 -0.048 -0.086
H -5.64350 4.78761 4.16736 0.103 0.151 -0.057
H 8.27055 3.67664 -3.11895 0.252 0.187 -0.024
H -2.61396 -3.75274 4.00367 -0.458 -0.964 -0.437
H 11.43975 1.00599 -7.00202 -0.120 -0.039 -0.121
H -5.06098 -1.16915 0.31970 1.202 0.124 0.063
H -4.86188 -6.18186 2.72745 -0.294 0.402 -0.061
H -1.76144 -2.88841 -3.13356 -0.950 -0.135 0.552
H 7.36972 8.38126 -4.36794 -0.241 -0.146 -0.046
H 1.31644 2.77367 2.45495 0.166 -0.054 -0.080
H -4.53422 -2.30445 2.29156 0.848 0.083 -0.846
H -1.19972 0.57570 4.75169 -0.921 0.343 -0.603

***

20
Properties=species:S:1:pos:R:3:forces:R:3 method="wB97M-V/def2-TZVPD" homo_ev=-7.3 homo_lumo_gap_ev=7.23 multiplicity=1 e_above_lowest_kcal_mol=89.4
O -1.81011 -1.03826 -1.05082 0.209 0.154 0.118
O 1.58618 0.77752 -1.31948 -0.192 -0.271 0.193
C 1.72016 -0.71266 0.60502 -0.042 0.049 0.008
C -1.45201 1.68145 1.51370 0.013 0.021 0.020
C 0.74454 -1.39505 -1.67157 0.188 0.083 0.052
C -2.13019 0.66763 0.63979 0.052 -0.081 -0.084
C -1.48723 -0.13883 -0.22295 -0.081 -0.126 -0.097
C 1.19811 -0.38475 -0.76303 0.066 0.023 -0.240
H -0.44115 -1.40439 -1.57362 -0.210 0.116 0.141
H -0.36694 1.67590 1.36167 -0.028 -0.024 -0.020
H -0.32449 0.02752 -0.20245 0.071 0.089 0.052
H 1.04609 -2.40055 -1.38504 -0.012 0.048 0.030
H 0.95884 -1.16038 -2.71142 -0.006 0.022 0.041
H 1.67508 0.14629 1.27691 -0.012 -0.009 -0.047
H -1.79603 2.70185 1.31023 0.021 -0.071 0.004
H -3.21043 0.58282 0.69288 0.026 -0.004 -0.009
H 2.76536 -1.02888 0.51482 -0.071 0.024 -0.045
H 1.80358 1.43088 -0.64090 0.002 -0.068 0.001
H -1.62576 1.49726 2.58009 0.009 0.002 -0.073
H 1.14642 -1.52537 1.04618 -0.004 0.022 -0.046

***

64
Properties=species:S:1:pos:R:3:forces:R:3 method="wB97M-V/def2-TZVPD" homo_ev=-10.8 homo_lumo_gap_ev=8.87 multiplicity=1 e_above_lowest_kcal_mol=8.9 smiles=CC(C)[C@@H](c1nnnn1C[C@@H]1CCCO1)N1CC[NH+](Cc2ccc3c(c2)OCO3)CC1 charge=+1
O 6.15646 0.10140 4.07108 -0.472 -0.051 -0.023
O -4.57085 -0.39576 -1.76577 0.223 -0.065 -0.245
O 7.42910 1.46033 2.71810 -0.128 0.280 -0.360
N -1.64166 1.79903 0.18614 0.081 0.633 0.755
N -2.26205 1.88631 -0.90396 -0.657 0.765 -0.744
N -2.08110 0.75135 -1.58644 0.985 -0.676 1.135
N -1.03508 0.61937 0.28089 -0.281 -0.790 -0.444
N 0.58491 -1.61112 -0.57986 -0.072 0.183 -0.067
N 1.42223 0.37086 1.04670 -0.383 0.072 0.041
C 4.15820 2.32909 1.30146 -0.178 -0.055 0.140
C -4.19102 0.47049 -2.82321 0.150 0.172 -0.253
C 5.34587 0.76913 3.20981 0.161 0.338 -0.425
C -6.13154 1.37348 -1.79856 0.151 -0.194 -0.004
C 0.72690 -1.96043 0.82260 -0.005 -0.289 0.057
C -2.71609 -2.23048 0.25074 0.155 -0.128 0.031
C 5.54470 2.38872 1.42438 0.356 -0.143 0.188
C 3.38133 1.50889 2.10771 -0.044 0.128 -0.084
C 3.98061 0.70906 3.09127 0.325 -0.002 0.101
C -1.68623 -2.56920 -0.82673 -0.206 0.095 -0.048
C 7.47311 0.54350 3.79469 1.083 -0.377 0.653
C -2.42293 -3.05947 -2.07158 0.193 -0.013 0.127
C -5.57469 0.22467 -0.96430 -0.296 0.178 0.321
C -1.30263 -0.05241 -0.82760 -0.212 0.606 -0.238
C 6.12235 1.59532 2.38564 -0.567 -0.265 0.211
C -2.65107 0.56312 -2.88880 -0.766 -0.077 -0.590
C 1.96610 0.45954 -0.32440 0.180 -0.146 -0.636
C 1.88821 1.47553 1.92994 0.352 0.328 0.246
C 1.71066 -0.87171 -1.07809 0.160 0.120 0.051
C -0.72306 -1.38983 -1.16570 0.069 -0.548 -0.170
C 1.64101 -0.98125 1.58070 -0.025 -0.542 0.086
C -4.88863 1.81104 -2.56961 -0.033 -0.156 0.111
H -2.23879 -0.35403 -3.31066 0.057 0.111 0.068
H -4.52869 0.03297 -3.77433 0.082 0.095 0.090
H -6.89622 1.00704 -2.48333 -0.062 0.012 0.017
H 2.59146 -1.51388 -0.97600 0.040 0.109 -0.085
H -3.15520 -2.32645 -2.39974 -0.094 0.059 -0.069
H 1.48281 1.30097 -0.82548 -0.013 0.016 0.126
H -2.27571 -1.76716 1.13116 -0.017 0.031 0.114
H 1.15813 -2.96657 0.90522 -0.056 0.089 0.179
H 1.39195 1.34913 2.89401 -0.085 -0.022 -0.108
H -2.37830 1.41658 -3.51488 0.076 -0.160 0.006
H -6.31578 -0.53427 -0.71028 0.030 0.068 0.018
H -5.11559 0.60062 -0.03949 -0.063 -0.051 -0.070
H -0.25422 -1.97642 1.29334 0.061 -0.042 0.039
H 3.40248 0.08732 3.75383 -0.116 -0.106 0.126
H -6.55117 2.16353 -1.18274 -0.065 0.035 0.008
H 1.54200 2.41029 1.48395 -0.072 -0.101 -0.010
H -1.04214 -3.37986 -0.47572 0.013 0.081 -0.032
H -3.47197 -1.56189 -0.15301 -0.031 0.087 0.023
H 2.69501 -1.24354 1.46973 -0.052 0.083 0.046
H -2.95956 -3.97373 -1.83356 -0.107 -0.088 -0.029
H -5.11851 2.33043 -3.49591 0.031 0.049 -0.059
H 7.89179 1.03741 4.68437 -0.175 -0.055 -0.222
H 3.68084 2.96145 0.56813 -0.092 0.074 -0.086
H 3.03894 0.65606 -0.27362 -0.127 0.028 0.048
H 8.10198 -0.31671 3.52257 -0.212 0.195 -0.007
H 0.33177 0.47837 0.92259 0.683 -0.026 0.128
H -4.26253 2.44793 -1.94285 -0.098 0.007 -0.117
H -3.21655 -3.14145 0.56705 -0.072 -0.095 0.058
H -1.73159 -3.27779 -2.88232 0.062 -0.048 -0.124
H -0.55753 -1.40277 -2.25089 -0.052 0.018 0.103
H 6.13957 3.03401 0.80178 0.093 0.105 -0.095
H 1.57904 -0.66832 -2.14119 0.067 -0.003 0.017
H 1.38913 -0.99784 2.64102 0.066 0.063 -0.025